(1)
Here is a cluster of 4 separate species, C4H13NO3 in total from the OMol25 dataset. Energies are from the ωB97M-V functional and the def2-TZVPD basis.

Cartesian coordinates (Å):
N  -0.111  1.644  1.456
C  -1.143  0.646  1.434
C  -1.030  -0.524  0.814
C  -2.045  -1.328  0.189
C  -1.740  -2.337  -0.661
H  0.072  2.206  2.193
H  0.672  1.190  1.017
H  -1.989  1.105  1.796
H  0.024  -0.887  0.596
H  -3.170  -1.054  0.405
H  -2.565  -2.872  -1.048
H  -0.813  -2.716  -0.913
H  -0.366  -0.480  -1.732
H  0.163  -0.632  -3.325
O  0.256  -0.237  -2.439
H  1.561  1.757  -2.306
H  1.573  1.697  -0.662
O  1.825  2.219  -1.554
H  3.031  0.053  1.198
H  2.529  -0.588  2.240
O  2.395  -0.610  1.454

The HOMO-LUMO gap comes out at 0.315 Eh. The energy relative to the best compared isomer or geometry (same formula, charge and spin) is 431.0 kJ/mol. For the lowest unoccupied orbital energy, the calculation gives 0.0207 hartree. As for the SMILES: C=C/C=C/N.O.O.O.

---

(2)
Here is an isolated molecule of C4H10O2Si from the OMol25 dataset. Energies are from the ωB97M-V functional and the def2-TZVPD basis.

Cartesian coordinates (Å):
C  -1.980  0.652  0.020
C  -1.598  -0.774  -0.264
C  0.813  1.676  0.507
C  -0.192  -1.290  0.251
O  2.586  -0.739  0.767
O  1.452  0.295  -1.572
Si  1.257  -0.054  0.054
H  -1.584  1.393  -0.547
H  -2.646  0.839  0.860
H  -2.321  -1.410  0.065
H  -1.453  -1.015  -1.383
H  0.160  2.259  -0.090
H  1.213  2.260  1.242
H  -0.174  -1.548  1.231
H  -0.063  -2.132  -0.289
H  3.104  -0.089  1.359
H  1.428  -0.325  -2.212

The HOMO-LUMO gap (spin up / spin down) comes out at 0.339 / 0.286 Eh. The energy relative to the best compared isomer or geometry (same formula, charge and spin) is 355.7 kJ/mol. For the lowest unoccupied orbital energy (spin up / spin down), the calculation gives 0.0129 / -0.0094 hartree.

---

(3)
Here is a structure of composition C23H57BrO22S6 from the OMol25 dataset. Energies are from the ωB97M-V functional and the def2-TZVPD basis.

Cartesian coordinates (Å):
C  0.829  2.470  2.359
C  1.378  1.786  1.017
O  1.519  0.352  1.080
C  0.292  -0.304  1.468
C  0.514  -1.071  2.855
O  1.858  -1.614  2.851
C  2.699  -0.961  3.743
O  2.608  0.209  4.128
O  3.827  -1.723  4.225
Br  5.287  -0.698  3.711
H  -0.246  2.805  2.128
H  0.727  1.740  3.234
H  1.459  3.374  2.639
H  2.434  2.198  0.828
H  0.768  2.126  0.103
H  -0.631  0.357  1.437
H  0.112  -1.123  0.680
H  -0.194  -1.977  2.835
H  0.236  -0.481  3.781
O  -0.668  -1.601  -1.600
S  -0.205  -2.426  -2.685
O  0.015  -1.895  -4.002
O  -1.159  -3.725  -2.797
C  -2.563  -3.524  -2.983
C  -2.886  -3.051  -4.390
C  1.269  -3.263  -2.179
H  -2.953  -2.828  -2.235
H  -3.051  -4.486  -2.813
H  -2.463  -2.064  -4.582
H  -3.965  -2.986  -4.541
H  -2.462  -3.733  -5.131
H  1.112  -3.702  -1.194
H  2.069  -2.523  -2.138
H  1.511  -4.029  -2.915
O  7.023  -2.191  0.581
S  6.118  -2.072  -0.531
O  5.895  -3.153  -1.453
O  6.494  -0.741  -1.371
C  7.820  -0.615  -1.887
C  8.059  -1.539  -3.068
C  4.541  -1.533  0.068
H  8.556  -0.787  -1.096
H  7.937  0.419  -2.217
H  8.007  -2.587  -2.767
H  9.046  -1.367  -3.503
H  7.299  -1.385  -3.837
H  4.682  -0.690  0.743
H  4.087  -2.369  0.602
H  3.916  -1.255  -0.780
O  -5.362  -3.582  -0.886
S  -5.976  -3.084  0.315
O  -5.221  -2.399  1.328
O  -6.814  -4.281  1.009
C  -6.123  -5.484  1.351
C  -5.218  -5.296  2.556
C  -7.353  -2.064  -0.126
H  -5.562  -5.861  0.491
H  -6.883  -6.231  1.592
H  -4.409  -4.597  2.337
H  -4.766  -6.244  2.855
H  -5.780  -4.886  3.399
H  -7.958  -2.580  -0.870
H  -6.954  -1.138  -0.542
H  -7.933  -1.846  0.770
O  -4.854  -1.286  -6.448
S  -4.850  -0.933  -7.843
O  -3.907  -1.500  -8.767
O  -4.806  0.678  -7.974
C  -3.727  1.381  -7.353
C  -2.420  1.192  -8.102
C  -6.474  -1.175  -8.500
H  -3.628  1.081  -6.305
H  -3.990  2.441  -7.360
H  -2.092  0.152  -8.069
H  -1.628  1.804  -7.664
H  -2.538  1.460  -9.154
H  -7.203  -0.722  -7.830
H  -6.643  -2.250  -8.570
H  -6.524  -0.729  -9.493
O  -3.373  5.603  -0.255
S  -3.549  5.924  1.136
O  -2.459  5.876  2.071
O  -4.781  5.055  1.725
C  -4.716  3.633  1.627
C  -3.713  3.045  2.602
C  -4.309  7.517  1.263
H  -4.494  3.329  0.599
H  -5.711  3.249  1.867
H  -2.696  3.361  2.360
H  -3.736  1.954  2.577
H  -3.922  3.384  3.620
H  -5.160  7.562  0.586
H  -3.563  8.260  0.981
H  -4.620  7.679  2.295
O  6.036  4.041  5.503
S  6.192  3.002  6.486
O  5.960  3.239  7.885
O  7.653  2.328  6.306
C  8.804  3.170  6.390
C  9.082  3.613  7.815
C  5.229  1.601  5.997
H  8.697  4.031  5.723
H  9.653  2.586  6.028
H  8.279  4.248  8.195
H  10.012  4.183  7.872
H  9.151  2.749  8.480
H  5.418  1.385  4.947
H  4.179  1.855  6.145
H  5.495  0.752  6.626

The HOMO-LUMO gap comes out at 0.317 Eh. For the lowest unoccupied orbital energy, the calculation gives -0.0410 hartree.

---

(4)
Here is a cluster of 11 separate species, C4H30N2O11 in total from the OMol25 dataset. Energies are from the ωB97M-V functional and the def2-TZVPD basis.

Cartesian coordinates (Å):
O  3.164  -1.885  2.521
C  2.302  -2.463  1.966
C  1.322  -1.850  1.037
C  -0.192  -1.934  1.679
N  1.451  -2.518  -0.256
C  2.538  -1.960  -1.013
N  2.463  -0.472  -0.897
H  2.191  -3.542  2.089
H  1.448  -0.631  0.871
H  -0.648  -1.846  0.670
H  -0.330  -2.942  1.934
H  -0.368  -1.046  2.363
H  1.339  -3.584  -0.306
H  2.359  -2.196  -2.087
H  3.545  -2.249  -0.753
H  3.281  -0.017  -1.325
H  1.650  -0.209  -1.401
H  -1.993  2.955  1.536
H  -2.471  1.562  1.236
O  -1.979  2.065  1.981
H  -1.859  -0.587  -0.669
H  -3.371  -0.225  -0.752
O  -2.596  0.175  -0.404
H  -0.581  1.764  2.673
H  0.335  2.038  3.849
O  0.424  1.641  3.019
H  1.145  2.853  1.796
H  2.317  3.700  1.388
O  1.554  3.269  1.038
H  -0.953  -1.154  -2.253
H  -0.014  -1.632  -1.224
O  -0.886  -1.615  -1.449
H  -2.674  -0.385  -3.707
H  -1.179  -0.059  -4.043
O  -1.841  -0.643  -3.770
H  -3.470  -1.365  2.767
H  -3.063  0.063  2.488
O  -3.227  -0.510  3.140
H  0.196  1.440  -2.681
H  0.733  1.807  -4.043
O  0.292  1.069  -3.561
H  0.544  1.752  0.054
H  1.494  2.342  -1.119
O  0.731  1.749  -0.966
H  -1.782  2.894  -1.811
H  -1.549  1.712  -0.784
O  -1.792  2.668  -0.820

The HOMO-LUMO gap comes out at 0.326 Eh. The energy relative to the best compared isomer or geometry (same formula, charge and spin) is 431.0 kJ/mol. For the lowest unoccupied orbital energy, the calculation gives 0.0048 hartree. As for the SMILES: C[C@@H](C=O)NCN.O.O.O.O.O.O.O.O.O.O.

---

(5)
Here is a structure of composition C22H23BCrN6O4 from the OMol25 dataset. Energies are from the ωB97M-V functional and the def2-TZVPD basis.

Cartesian coordinates (Å):
Cr  0.027  -0.974  -0.660
C  2.814  2.009  -3.753
O  1.523  1.863  -4.279
C  0.521  2.351  -3.417
C  0.066  3.646  -3.654
C  -0.980  4.166  -2.911
C  -1.539  3.396  -1.912
C  -1.064  2.108  -1.596
C  -1.698  1.433  -0.529
N  -1.328  0.288  0.014
N  -2.067  -0.122  1.043
C  -1.694  -1.306  1.518
O  -0.674  -1.949  1.029
C  -2.476  -1.852  2.600
C  -2.203  -3.140  3.114
C  -2.935  -3.667  4.147
C  -3.987  -2.948  4.720
C  -4.282  -1.679  4.210
C  -3.552  -1.141  3.183
C  0.021  1.538  -2.367
O  0.512  0.368  -2.151
H  3.504  1.578  -4.483
H  2.919  1.493  -2.792
H  3.056  3.077  -3.612
H  0.528  4.212  -4.454
H  -1.356  5.164  -3.112
H  -2.377  3.782  -1.340
H  -2.583  1.899  -0.094
H  -1.395  -3.698  2.664
H  -2.696  -4.656  4.529
H  -4.560  -3.364  5.541
H  -5.106  -1.113  4.640
H  -3.784  -0.160  2.795
B  3.493  -1.748  -0.068
N  2.882  -0.379  0.295
C  3.632  0.669  0.668
C  2.799  1.739  0.923
C  1.524  1.242  0.674
N  1.592  -0.034  0.290
N  2.411  -2.818  -0.234
C  2.576  -4.124  0.016
C  1.506  -4.810  -0.526
C  0.716  -3.815  -1.094
N  1.279  -2.625  -0.909
H  4.226  -2.080  0.829
H  4.097  -1.643  -1.111
H  4.700  0.594  0.733
H  3.069  2.728  1.242
H  0.584  1.754  0.757
H  3.426  -4.496  0.560
H  1.325  -5.868  -0.507
H  -0.220  -3.884  -1.612
C  -2.699  -1.719  -1.816
O  -1.353  -1.856  -1.763
H  -3.108  -2.252  -2.704
H  -3.028  -0.664  -1.903
H  -3.199  -2.144  -0.921

The HOMO-LUMO gap (spin up / spin down) comes out at 0.124 / 0.222 Eh. The net charge is -2. The energy relative to the best compared isomer or geometry (same formula, charge and spin) is 46.5 kJ/mol. As for the spin multiplicity: 5. For the lowest unoccupied orbital energy (spin up / spin down), the calculation gives 0.1801 / 0.1799 hartree.

---

(6)
Here is a cluster of 2 separate species, C6H9N3 in total from the OMol25 dataset. Energies are from the ωB97M-V functional and the def2-TZVPD basis.

Cartesian coordinates (Å):
C  2.900  0.764  -0.107
C  2.082  -1.119  0.306
C  -1.382  1.339  -0.328
C  -1.477  0.767  1.080
C  -1.153  -0.070  -0.067
C  -1.550  -1.361  -0.631
N  3.236  -0.476  0.305
N  1.615  0.891  -0.365
N  1.117  -0.314  -0.122
H  3.597  1.568  -0.222
H  1.938  -2.144  0.577
H  -2.274  1.622  -0.874
H  -0.513  1.947  -0.541
H  -0.701  1.047  1.775
H  -2.443  0.614  1.547
H  -1.195  -2.185  -0.014
H  -1.155  -1.469  -1.638
H  -2.642  -1.422  -0.680

The HOMO-LUMO gap comes out at 0.302 Eh. The energy relative to the best compared isomer or geometry (same formula, charge and spin) is 301.6 kJ/mol. For the lowest unoccupied orbital energy, the calculation gives -0.0250 hartree.

---

(7)
Here is a cluster of 2 separate species, C5H14O2S in total from the OMol25 dataset. Energies are from the ωB97M-V functional and the def2-TZVPD basis.

Cartesian coordinates (Å):
C  -0.066  2.159  -0.720
O  -1.420  2.516  -0.379
C  0.464  1.064  0.177
C  -0.466  -0.176  0.279
C  -0.885  -0.744  -1.076
S  0.476  -1.145  -2.218
C  1.209  -2.531  -1.337
H  0.595  2.993  -0.697
H  -0.130  1.828  -1.756
H  -1.421  2.858  0.533
H  1.451  0.737  -0.237
H  0.679  1.512  1.166
H  -1.361  0.087  0.798
H  -0.022  -0.935  0.814
H  -1.511  0.004  -1.635
H  -1.530  -1.647  -0.950
H  0.464  -3.393  -1.162
H  1.979  -2.881  -1.948
H  1.647  -2.265  -0.387
H  0.356  -0.377  4.127
H  -0.424  -0.033  2.873
O  -0.086  0.370  3.734

The HOMO-LUMO gap comes out at 0.342 Eh. The energy relative to the best compared isomer or geometry (same formula, charge and spin) is 32.1 kJ/mol. For the lowest unoccupied orbital energy, the calculation gives 0.0234 hartree. As for the SMILES: CSCCCCO.O.

---

(8)
Here is a cluster of 5 separate species, C8H24IO8 in total from the OMol25 dataset. Energies are from the ωB97M-V functional and the def2-TZVPD basis.

Cartesian coordinates (Å):
I  0.935  -1.087  -2.039
C  -2.469  1.439  0.736
C  -1.195  0.805  0.303
O  -0.941  -0.348  1.071
O  -2.736  2.601  0.078
H  -2.557  1.617  1.808
H  -3.212  0.662  0.557
H  -0.456  1.605  0.351
H  -1.303  0.584  -0.759
H  -0.246  -0.797  0.584
H  -3.074  2.275  -0.759
C  -0.660  2.745  -3.684
C  -1.099  4.257  -3.583
O  -0.055  5.224  -3.393
O  0.241  2.365  -2.656
H  -0.359  2.499  -4.702
H  -1.584  2.189  -3.530
H  -1.650  4.517  -2.679
H  -1.830  4.653  -4.288
H  -0.438  6.085  -3.579
H  0.510  1.453  -2.786
C  3.077  -0.151  1.857
C  1.872  -0.192  2.757
O  1.018  0.841  2.426
O  2.892  0.064  0.496
H  3.806  -0.940  2.041
H  3.633  0.772  2.024
H  2.188  -0.025  3.786
H  1.343  -1.133  2.606
H  0.171  0.408  2.558
H  2.603  -0.773  0.125
C  0.080  -5.200  1.796
C  0.577  -3.793  1.252
O  0.958  -3.812  -0.074
O  -1.331  -5.312  1.740
H  0.386  -5.289  2.838
H  0.459  -6.065  1.251
H  1.481  -3.462  1.764
H  -0.133  -2.967  1.299
H  0.664  -2.958  -0.400
H  -1.567  -5.355  0.810

The HOMO-LUMO gap (spin up / spin down) comes out at 0.368 / 0.203 Eh. The energy relative to the best compared isomer or geometry (same formula, charge and spin) is 109.5 kJ/mol. As for the spin multiplicity: 2. For the lowest unoccupied orbital energy (spin up / spin down), the calculation gives 0.0048 / -0.1595 hartree.

---

Number 1: E_tot -11988.0042 eV. Number 2: E_tot -16281.1259 eV. Number 3: E_tot -204868.1588 eV. Number 4: E_tot -30134.9722 eV. Number 5: E_tot -69418.0102 eV. Number 6: E_tot -10834.5011 eV. Number 7: E_tot -20341.7959 eV. Number 8: E_tot -33160.7118 eV.